{
  "formula": "C6H9OP",
  "method": "ωB97M-V/def2-TZVPD",
  "e_tot_ha": -650.4664,
  "homo_ev": [-7.73, -6.88],
  "e_above_lowest_ev": 2.2071,
  "total_charge": 0,
  "symbols": ["C", "C", "C", "C", "C", "C", "O", "P", "H", "H", "H", "H", "H", "H", "H", "H", "H"],
  "coordinates": [[1.4505, 1.1843, -1.3838], [1.6716, 1.2754, 0.1080], [0.8767, 0.0847, -1.9441], [0.4231, -1.0422, -1.1949], [1.0699, 0.4583, 0.9957], [-2.7209, 0.0178, 1.1401], [0.2251, -2.2594, 1.1353], [0.0032, -0.7758, 0.4344], [1.7322, 1.9905, -2.0277], [2.3013, 2.0288, 0.4212], [0.7479, -0.0159, -3.0391], [0.1207, -1.7861, -1.9104], [1.1683, 0.6945, 2.0673], [-3.2611, -0.0669, 0.2655], [-3.2724, -0.1897, 2.0125], [-2.1220, 0.9282, 1.1825], [-0.4141, -2.5264, 1.7374]],
  "forces_ev_per_angstrom": [[0.425, 0.197, 2.538], [-1.573, -1.109, -4.034], [-0.366, -1.023, 0.184], [0.329, 1.758, -1.434], [0.491, 0.327, 0.953], [2.272, 1.165, 0.560], [2.093, 1.396, -1.719], [-1.458, -2.170, 0.145], [0.431, 0.413, 0.010], [1.118, 1.667, 0.794], [0.367, 0.339, 0.691], [-0.580, -0.826, 0.823], [-0.084, -0.429, -0.544], [-0.856, -0.485, -1.924], [-0.283, -0.582, 1.123], [-0.252, -0.167, 0.103], [-2.074, -0.471, 1.730]]
}